Here is a cluster of 2 separate species, C2H6BrOP in total in a non-equilibrium geometry from the OMol25 dataset. Energies are from wB97M-V/def2-TZVPD.

Cartesian coordinates (Å):
C: -0.3824 1.5382 -1.0623
O: 1.4493 -1.5374 -1.7069
C: 0.4713 -1.3974 0.9622
H: -0.1809 -2.1966 0.7608
H: -1.2125 1.0678 -0.4658
H: 0.1141 -0.7079 1.5990
H: -0.6896 1.6673 -2.0555
P: 1.1449 -0.5763 -0.6170
H: 0.0831 2.2770 -0.4219
Br: 2.9527 0.3809 0.1034
H: 1.1625 -2.0825 1.4273

Computed properties:
multiplicity: 3
expectation value of S²: 2.009
gap between HOMO and LUMO (spin up / spin down): 0.2944 / 0.2988 Ha
LUMO energy (spin up / spin down): 0.83 / -2.63 eV
total energy: -3070.2837 a.u.
relative energy (zero: lowest compared OMol25 entry of this formula, charge and spin): 1.6 kcal/mol

***

Here is the ion C3H8N3S with charge +1 in a non-equilibrium geometry from the OMol25 dataset. Energies are from wB97M-V/def2-TZVPD.

Cartesian coordinates (Å):
H: -1.8681 1.9384 0.0257
N: 0.1003 -0.5254 -0.2251
H: 0.4397 1.4927 -0.8378
H: 0.8410 0.9955 0.8986
H: 2.5822 0.0795 -0.0593
H: -1.4939 -0.1107 -1.1851
N: -1.9966 0.1322 -0.3142
C: 0.2137 0.8189 0.0515
H: 3.1483 -1.5770 -0.1251
C: -1.3239 1.1284 0.4637
H: 0.9373 -2.4197 -0.1656
H: -1.5544 0.9431 1.5906
C: 1.0523 -1.3588 -0.1658
S: -3.4222 -0.5840 -0.0314
N: 2.3444 -0.9530 0.0793

Computed properties:
net charge: +1
gap between HOMO and LUMO: 0.2523 Ha
LUMO energy: -6.75 eV
total energy: -681.2031 a.u.
relative energy (zero: lowest compared OMol25 entry of this formula, charge and spin): 69.7 kcal/mol

***

Here is a cluster of 2 separate species, C22H40ClF3IN4O6S in total in a non-equilibrium geometry from the OMol25 dataset. Energies are from wB97M-V/def2-TZVPD.

Cartesian coordinates (Å):
C: -0.7088 0.9903 1.7398
C: -3.4891 0.7773 2.0343
C: 1.3837 -1.1414 -0.8249
O: 5.1660 2.6860 1.0498
C: 5.2929 2.3858 -0.3353
H: -3.7473 2.0611 -0.3630
C: -0.0942 -1.7741 -0.4255
C: -5.9008 -1.8753 -0.3864
H: 0.5715 3.1483 -2.7872
F: 2.2308 -0.2039 2.5778
C: -2.1955 0.9571 0.9883
C: 5.0400 1.5078 1.8504
H: -3.8249 2.2004 -2.5426
H: -2.5619 0.8037 -2.7892
N: -4.0942 -0.6259 1.8181
H: 1.3227 -0.0955 -1.3594
H: 4.2749 1.7156 2.6051
C: -1.3512 -0.7338 -0.7950
H: -2.8805 3.1294 0.9247
H: 0.1693 0.8632 0.9685
H: -1.4043 -0.9841 2.8687
H: 6.0610 1.6293 -0.5171
H: -0.8365 0.1987 -1.2887
H: -7.4608 -2.7724 -1.9261
F: 2.3289 -3.0086 3.5457
N: -2.2386 -0.4261 0.3846
H: -0.2063 -2.7503 -1.1034
H: 2.1035 -1.0232 0.0957
C: 8.3034 1.8045 1.3676
H: 6.7002 2.0255 3.1664
C: -3.6730 -0.8985 0.3583
H: 2.8485 -2.9019 -1.2705
O: 7.3612 0.7702 1.6292
C: 0.9445 -0.8942 2.9134
H: -6.5456 -0.8891 -0.3496
H: -0.0201 1.3583 -2.9456
H: -5.9467 -2.4950 0.6128
H: -3.7076 -1.3214 2.4985
C: -6.3193 -2.9063 -1.6053
H: -3.1639 2.2778 3.3646
O: -0.4514 3.4108 -0.3822
H: 8.9554 1.9393 2.2366
C: -1.5705 2.8626 -0.9211
H: 5.5764 3.3010 -0.8611
H: 1.4355 -2.6941 -2.6156
C: 1.0004 -2.3606 3.2997
C: -6.1767 -4.5061 -1.1886
C: 2.2004 -2.1289 -1.8996
O: 4.0121 0.0887 -2.0047
H: -2.8104 2.1513 -4.1364
S: 3.4092 -1.0518 -2.8785
H: -6.0478 -4.6246 -0.0181
H: -5.6591 -2.7741 -2.5794
H: 4.6955 0.6581 1.2467
H: -4.0915 -1.5456 -1.5980
H: -0.4736 2.6262 -4.2661
C: 6.3557 1.1770 2.5625
O: 2.7782 -0.4046 -4.1498
N: -1.6511 2.8553 -2.4311
C: -2.6779 2.2645 0.1271
F: -0.2128 -3.2224 3.4493
I: -4.4215 -5.4826 -2.1501
H: 6.1866 0.3314 3.2359
O: -3.3501 1.2775 3.4100
H: 4.3324 2.0385 -0.7281
H: -4.3857 1.4552 1.6311
H: 8.9164 1.5027 0.5139
Cl: 5.0847 -2.1651 -3.5730
H: -0.1553 -2.1629 0.6864
H: -1.9299 -1.2845 -1.6825
N: -4.4635 -1.4304 -0.6301
H: -0.6506 0.3727 3.9371
H: 7.8106 2.7495 1.1249
H: -0.5803 2.0846 2.1940
C: -0.3437 2.4772 -3.0910
C: -0.5276 -0.1748 2.8834
H: -7.1044 -5.1381 -1.5379
C: -2.7459 1.9579 -2.9629

Computed properties:
net charge: +1
gap between HOMO and LUMO: 0.2166 Ha
LUMO energy: -4.38 eV
total energy: -2987.5867 a.u.
relative energy (zero: lowest compared OMol25 entry of this formula, charge and spin): 278.1 kcal/mol

***

Please write out number 2 again, unchanged.
Here is the ion C3H8N3S with charge +1 in a non-equilibrium geometry from the OMol25 dataset. Energies are from wB97M-V/def2-TZVPD.

Cartesian coordinates (Å):
H: -1.8681 1.9384 0.0257
N: 0.1003 -0.5254 -0.2251
H: 0.4397 1.4927 -0.8378
H: 0.8410 0.9955 0.8986
H: 2.5822 0.0795 -0.0593
H: -1.4939 -0.1107 -1.1851
N: -1.9966 0.1322 -0.3142
C: 0.2137 0.8189 0.0515
H: 3.1483 -1.5770 -0.1251
C: -1.3239 1.1284 0.4637
H: 0.9373 -2.4197 -0.1656
H: -1.5544 0.9431 1.5906
C: 1.0523 -1.3588 -0.1658
S: -3.4222 -0.5840 -0.0314
N: 2.3444 -0.9530 0.0793

Computed properties:
net charge: +1
gap between HOMO and LUMO: 0.2523 Ha
LUMO energy: -6.75 eV
total energy: -681.2031 a.u.
relative energy (zero: lowest compared OMol25 entry of this formula, charge and spin): 69.7 kcal/mol